No. 1
The ion C5H10NOS with charge +1 at a distorted geometry. Source: the OMol25 dataset; level of theory: the ωB97M-V functional and the def2-TZVPD basis.

Element x y z (Å)
C (-0.750, -0.701, -0.599)
C (-0.043, 1.274, -0.088)
C (1.851, -0.556, -0.379)
C (-1.832, -0.990, 0.580)
C (-0.982, 2.377, -0.271)
N (0.548, -1.295, -0.129)
O (2.818, -1.184, 0.274)
S (1.498, 1.299, 0.239)
H (2.102, -0.313, -1.406)
H (-2.536, -0.263, 0.611)
H (-1.237, -1.205, 1.456)
H (-2.403, -1.922, 0.418)
H (-1.969, 1.818, -0.274)
H (-1.011, 2.913, -1.272)
H (-1.052, 3.222, 0.471)
H (0.681, -1.617, 0.907)
H (0.671, -2.175, -0.593)
H (3.646, -0.685, 0.057)

Computed properties:
Orbital gap ... 0.27377 Eh
Charge ... +1
Energy above the lowest of the compared OMol25 structures with the same formula, charge and spin ... 133.8 kcal/mol
LUMO ... -4.8 eV
Highest occupied orbital energy ... -12.3 eV

These are the Mulliken partial charges, in e, on atoms 1 to 8: -0.31, 0.45, -0.20, -0.89, -0.87, -0.12, -0.46, -0.06

=====

No. 2
An isolated molecule of C20H18FN5O3 at a distorted geometry. Source: the OMol25 dataset; level of theory: the ωB97M-V functional and the def2-TZVPD basis.

Element x y z (Å)
O (2.282, 1.166, -0.814)
O (-6.260, 5.561, -3.156)
F (2.178, -2.734, 5.458)
N (-0.898, -1.951, 0.604)
N (1.961, -2.768, 3.077)
O (-2.426, 2.009, -1.666)
C (2.115, 0.199, -0.095)
C (-1.841, -1.326, -0.018)
C (2.506, -2.246, 4.223)
C (0.365, -1.510, 0.505)
C (2.058, -1.987, 2.052)
C (3.335, -1.071, 4.342)
C (3.605, -0.362, 3.105)
C (-0.363, 0.452, -0.654)
C (-3.188, 3.905, -2.907)
C (-4.827, 2.713, -1.705)
C (-3.532, 2.812, -2.126)
C (0.666, -0.234, -0.052)
C (2.932, -0.894, 1.941)
C (-1.668, -0.095, -0.700)
C (-4.148, 4.832, -3.368)
C (-5.818, 3.636, -2.151)
N (3.145, -0.195, 0.735)
N (1.251, -2.402, 0.968)
N (-5.424, 4.725, -2.897)
C (-2.844, 0.755, -1.045)
C (4.494, 0.026, 0.230)
C (2.923, -4.072, -0.085)
C (1.397, -3.726, 0.363)
H (-2.817, -1.802, 0.051)
H (3.724, -0.708, 5.291)
H (4.407, 0.356, 3.026)
H (-0.160, 1.460, -0.962)
H (-2.178, 4.079, -3.035)
H (-5.180, 1.895, -1.109)
H (-3.858, 5.661, -4.034)
H (-6.941, 3.518, -1.822)
H (-3.339, 1.034, -0.116)
H (-3.628, 0.130, -1.662)
H (5.085, -0.727, 0.677)
H (4.527, -0.203, -0.851)
H (4.944, 0.947, 0.612)
H (2.777, -4.694, -0.998)
H (3.479, -3.134, -0.395)
H (3.294, -4.622, 0.725)
H (0.865, -3.843, -0.584)
H (1.021, -4.562, 1.025)

Computed properties:
Orbital gap ... 0.30482 Eh
Energy above the lowest of the compared OMol25 structures with the same formula, charge and spin ... 45.6 kcal/mol
Structure (SMILES) ... CCN1c2ncc(COc3cc[n+]([O-])cc3)cc2C(=O)N(C)c2ccc(F)nc21
LUMO ... 0.1 eV
Highest occupied orbital energy ... -8.2 eV

These are the Mulliken partial charges, in e, on atoms 1 to 8: -0.67, -0.76, -0.28, -0.65, -0.53, -0.29, 0.30, -0.94

=====

Question: Among the records above, which one has the highest LUMO?
Answer: C20H18FN5O3

=====

Question: Among the records above, which one has the highest energy above the lowest of the compared OMol25 structures with the same formula, charge and spin?
Answer: C5H10NOS